This record from the OMol25 dataset describes a cluster of 2 separate species, C4H10N2OS in total. The level of theory is the ωB97M-V functional and the def2-TZVPD basis.

Values from the calculation:
Strongest force on any atom, eV Å⁻¹: 3.05
HOMO-LUMO gap, eV: 9.27
LUMO, eV: 0.7
Energy, Ha: -741.19027
Relative energy (zero: lowest compared OMol25 entry of this formula, charge and spin), eV: 5.108

```
18
Properties=species:S:1:pos:R:3:mulliken_charge:R:1
C 0.4384 -2.1970 1.6713 -0.59
C 0.6687 -0.6977 2.0090 -0.05
C -0.6507 -1.2211 2.1985 0.53
C 0.4035 0.3287 -2.5726 -0.78
N 0.9454 1.3510 -0.3663 -0.63
N -1.7963 1.6262 -1.4097 -0.61
O -1.8175 -0.9586 2.3478 -0.53
S 0.0187 1.7968 -1.5327 0.33
H 0.2786 -2.7360 0.7099 0.26
H 0.8675 -2.6838 2.5770 0.23
H 1.3399 -0.4735 2.8667 0.24
H 0.7151 0.0315 1.1452 -0.03
H 1.1637 2.1360 0.1417 0.19
H 0.7236 -0.3886 -1.8017 0.21
H -0.4441 0.0884 -3.1440 0.37
H 1.3243 0.6607 -3.0315 0.31
H -2.0882 0.8670 -0.8498 0.28
H -2.0905 2.4701 -0.9588 0.27
```

---

This record from the OMol25 dataset describes a cluster of 2 separate species, C4H10N2OS in total. The level of theory is the ωB97M-V functional and the def2-TZVPD basis.

Values from the calculation:
Strongest force on any atom, eV Å⁻¹: 3.30
HOMO-LUMO gap, eV: 9.57
LUMO, eV: 0.6
Energy, Ha: -741.19513
Relative energy (zero: lowest compared OMol25 entry of this formula, charge and spin), eV: 4.976

```
18
Properties=species:S:1:pos:R:3:mulliken_charge:R:1
C 1.1534 1.4546 0.1163 -0.02
C 0.5136 1.5677 -1.0342 0.07
C 0.7367 2.2465 1.3850 -1.04
C 0.1191 1.8500 -2.2184 -0.72
N -1.6092 -1.0128 0.0957 -0.59
N -1.2175 -3.3305 0.6821 -0.45
O 0.9409 -2.0366 0.3012 -0.49
S -0.6615 -2.1716 -0.3055 0.45
H 1.6002 0.4129 0.2188 0.20
H 0.1970 1.6243 2.0028 0.29
H 1.5646 2.6206 2.0409 0.30
H 0.2192 3.1154 1.1240 0.37
H -0.6453 1.3793 -2.7326 0.29
H 0.7437 2.4693 -2.8095 0.26
H 1.4690 -2.8550 0.1306 0.31
H -1.6484 -0.2443 -0.6041 0.22
H -1.5989 -4.0969 0.2302 0.26
H -1.8767 -2.9931 1.3765 0.29
```